16
Properties=species:S:1:pos:R:3 method="wB97M-V/def2-TZVPD" e_above_lowest_ev=0.334 smiles=CC.CC homo_energy_ev=-11.37 total_energy_ha=-159.57269
C 0.53 2.09 -0.52
C -0.93 2.09 -0.15
H 1.00 1.15 -0.24
H 0.83 2.36 -1.53
H 1.04 2.77 0.17
H -1.54 1.27 -0.57
H -1.47 2.91 -0.65
H -1.05 2.14 0.93
C 0.23 -1.88 -0.42
C 0.10 -2.36 1.03
H 0.59 -0.85 -0.39
H 0.96 -2.47 -0.97
H -0.73 -1.93 -0.93
H 0.98 -2.00 1.59
H -0.71 -1.87 1.56
H 0.17 -3.44 1.09

=====

12
Properties=species:S:1:pos:R:3 method="wB97M-V/def2-TZVPD" e_above_lowest_ev=5.113 homo_energy_ev="-8.34 / -8.30" total_energy_ha=-850.41901
C -0.73 0.35 -0.13
C -2.46 -0.82 0.72
C 1.86 0.49 -0.20
C 0.54 -0.28 -0.06
F -3.26 0.24 0.56
I -0.94 2.32 0.66
I -2.80 -2.44 -0.48
H 2.57 -0.26 -0.37
H 2.14 1.23 0.51
H 1.71 0.97 -1.15
H 0.63 -1.02 -0.86
H 0.73 -0.79 0.80